1.
The following is a quantum chemistry calculation of a molecular structure, C7H19N5, from the Open Molecules 2025 dataset.

The net charge is +2. The energy above the lowest of the compared OMol25 structures with the same formula, charge and spin comes out at 0.0 kJ/mol.

```
31
C7H19N5, DFT ωB97M-V with the def2-TZVPD basis set
C 5.265 0.400 -0.165
C -0.165 0.913 0.485
C -0.530 -1.404 -0.089
C -1.375 0.892 1.415
C -1.745 -1.424 0.841
C 5.550 1.646 -0.225
C 1.738 -0.572 0.461
N 4.927 -0.784 -0.080
N 0.427 -0.410 0.365
N 2.493 -1.573 0.182
N -2.360 -0.085 0.921
N -3.580 0.737 -1.218
H -0.468 1.248 -0.514
H 0.571 1.618 0.871
H -0.079 -2.396 -0.093
H -0.842 -1.161 -1.111
H -1.056 0.630 2.427
H -1.826 1.885 1.443
H -2.480 -2.137 0.466
H -1.431 -1.744 1.839
H 5.814 2.202 0.658
H 2.266 0.313 0.807
H 5.593 2.174 -1.161
H 5.646 -1.499 -0.147
H 2.128 -2.450 -0.166
H 3.619 -1.320 0.100
H -3.141 -0.126 1.579
H -2.902 0.307 -0.168
H -4.485 1.084 -0.902
H -3.126 1.498 -1.721
H -3.761 -0.014 -1.882
```

2.
The following is a quantum chemistry calculation of a gas-phase ion, H3N3O2P (charge -1), from the Open Molecules 2025 dataset.

The net charge is -1. As for the structure (SMILES): [H]/N=N/[P@@](N)(=O)[O-]. The energy above the lowest of the compared OMol25 structures with the same formula, charge and spin comes out at 207.1 kJ/mol.

```
9
H3N3O2P, DFT ωB97M-V with the def2-TZVPD basis set
N 1.388 -1.432 -0.092
N 0.123 -0.980 -0.728
N 0.005 1.525 0.417
O -2.003 0.446 -0.861
O -1.224 -0.603 1.371
P -0.920 0.110 0.090
H 1.585 -2.313 -0.575
H 0.165 1.991 -0.467
H 0.880 1.257 0.844
```

3.
The following is a quantum chemistry calculation of a single C2H4N4 molecule, from the Open Molecules 2025 dataset.

The net charge is 0. The energy above the lowest of the compared OMol25 structures with the same formula, charge and spin comes out at 439.2 kJ/mol.

```
10
C2H4N4, DFT ωB97M-V with the def2-TZVPD basis set
C -1.203 0.285 -1.679
C 0.813 -0.499 1.460
N -0.173 1.263 -1.411
N -1.414 -0.596 -0.854
N 0.512 0.911 -0.423
N 0.136 -0.003 0.275
H -1.596 0.291 -2.683
H 0.202 -1.372 1.954
H 1.817 -0.640 1.127
H 0.907 0.359 2.235
```

4.
The following is a quantum chemistry calculation of a molecular structure, C4H5MgO5, from the Open Molecules 2025 dataset.

As for the expectation value of S²: 0.750. The net charge is 0. The energy above the lowest of the compared OMol25 structures with the same formula, charge and spin comes out at 364.7 kJ/mol. As for the spin multiplicity: 2.

```
15
C4H5MgO5, DFT ωB97M-V with the def2-TZVPD basis set
O 1.562 0.815 0.251
C 2.047 -0.372 0.234
C -0.410 0.392 0.367
O 3.207 -0.589 -0.157
O 1.205 -1.366 0.427
C -0.148 -1.080 0.037
Mg 4.123 1.250 -0.175
H -0.520 0.993 -0.544
H -0.333 0.594 1.442
H -0.239 -1.262 -1.039
H -0.783 -1.759 0.614
O -4.383 0.414 0.060
C -3.135 0.831 -0.279
O -2.315 0.383 0.580
H -4.966 0.586 -0.688
```

5.
The following is a quantum chemistry calculation of a molecular structure, C29H26HfN6O7P, from the Open Molecules 2025 dataset.

The net charge is +1.

```
70
C29H26HfN6O7P, DFT ωB97M-V with the def2-TZVPD basis set
Hf 9.279 -10.637 -9.568
O 7.702 -14.203 -10.655
C 8.446 -13.429 -10.093
O 9.192 -12.495 -10.624
C 8.620 -13.440 -8.599
C 8.340 -14.447 -7.698
C 8.926 -14.389 -6.430
C 9.701 -13.298 -6.012
C 9.801 -12.251 -6.953
N 9.074 -12.259 -8.089
C 10.661 -11.036 -6.839
O 11.408 -10.980 -5.893
O 10.462 -10.200 -7.830
H 7.769 -15.317 -8.009
H 8.796 -15.228 -5.756
H 10.161 -13.180 -5.034
O 10.155 -8.498 -9.621
C 9.454 -7.405 -8.982
C 8.591 -8.013 -7.888
C 8.373 -7.416 -6.663
C 7.474 -8.080 -5.790
C 6.777 -9.189 -6.202
C 6.972 -9.682 -7.498
N 7.942 -9.140 -8.265
H 10.905 -8.734 -9.047
H 8.827 -6.922 -9.745
H 10.153 -6.605 -8.650
H 8.916 -6.511 -6.341
H 7.372 -7.669 -4.746
H 6.050 -9.674 -5.554
H 6.554 -10.574 -7.911
O 7.155 -10.891 -10.158
C 7.444 -10.670 -11.376
O 8.506 -9.927 -11.559
C 6.839 -11.339 -12.584
P 8.339 -11.775 -13.607
C 8.235 -13.529 -14.128
C 9.448 -14.221 -14.206
C 9.484 -15.573 -14.593
C 8.272 -16.251 -14.901
C 7.076 -15.549 -14.831
C 7.042 -14.190 -14.419
C 7.982 -10.701 -15.052
C 8.115 -9.302 -14.871
C 8.192 -8.464 -15.983
C 7.942 -8.962 -17.257
C 7.763 -10.327 -17.419
C 7.732 -11.211 -16.333
H 6.200 -10.640 -13.116
H 6.352 -12.291 -12.259
H 10.369 -13.672 -13.997
H 10.428 -16.074 -14.686
H 8.265 -17.306 -15.202
H 6.106 -16.021 -15.064
H 6.094 -13.610 -14.483
H 8.160 -8.924 -13.863
H 8.444 -7.413 -15.836
H 7.873 -8.282 -18.113
H 7.551 -10.728 -18.429
H 7.534 -12.272 -16.483
N 13.681 -10.511 -14.517
C 12.576 -10.529 -13.739
N 11.414 -10.260 -14.365
N 12.753 -10.814 -12.449
C 11.903 -10.765 -11.515
N 11.217 -10.854 -10.545
H 13.681 -10.038 -15.402
H 14.546 -10.603 -14.001
H 11.455 -10.151 -15.405
H 10.510 -10.434 -13.926
```

6.
The following is a quantum chemistry calculation of 8 unconnected molecules or ions with the total composition C23H49N3O16, from the Open Molecules 2025 dataset.

The net charge is 0. As for the structure (SMILES): C[N+](=O)[O-].C[N+](=O)[O-].C[N+](=O)[O-].CCOC(C)=O.CCOC(C)=O.CCOC(C)=O.CCOC(C)=O.CCOC(C)=O. The energy above the lowest of the compared OMol25 structures with the same formula, charge and spin comes out at 306.1 kJ/mol.

```
91
C23H49N3O16, DFT ωB97M-V with the def2-TZVPD basis set
C 9.901 3.364 12.533
N 10.515 2.420 11.565
O 9.860 1.875 10.662
O 11.640 2.126 11.812
H 9.396 2.748 13.277
H 9.108 3.824 11.943
H 10.672 4.079 12.823
C 15.167 4.412 16.688
N 14.080 4.604 17.671
O 13.365 5.512 17.385
O 13.867 3.853 18.610
H 15.233 3.383 16.332
H 16.117 4.678 17.150
H 15.006 5.081 15.842
C 3.462 8.647 12.215
N 3.811 8.650 10.743
O 4.822 8.070 10.368
O 3.114 9.410 10.083
H 3.974 7.806 12.684
H 2.400 8.490 12.405
H 3.779 9.626 12.574
O 8.676 13.574 10.319
C 9.830 13.168 10.358
O 10.839 13.345 9.509
C 10.639 14.052 8.289
C 10.676 15.560 8.390
C 10.203 12.222 11.501
H 9.738 13.701 7.786
H 11.430 13.772 7.594
H 10.333 16.118 7.519
H 11.611 15.861 8.862
H 9.956 15.911 9.130
H 10.148 11.174 11.205
H 9.533 12.486 12.320
H 11.236 12.326 11.832
O 6.493 3.258 17.928
C 7.147 2.749 18.895
O 7.717 1.533 19.000
C 7.155 0.400 18.302
C 6.358 -0.397 19.317
C 7.504 3.651 20.093
H 7.905 -0.199 17.785
H 6.576 0.777 17.459
H 5.310 -0.104 19.251
H 6.707 -0.244 20.338
H 6.143 -1.440 19.085
H 7.298 4.718 20.012
H 8.586 3.517 20.092
H 6.901 3.396 20.965
O 1.778 -2.527 10.588
C 2.210 -2.102 11.633
O 2.101 -2.655 12.864
C 1.523 -3.939 13.107
C 0.114 -4.135 12.728
C 2.907 -0.813 11.746
H 1.684 -4.240 14.142
H 1.973 -4.726 12.501
H -0.159 -5.148 13.025
H -0.066 -4.062 11.655
H -0.483 -3.441 13.321
H 3.927 -1.153 11.566
H 2.617 -0.390 12.708
H 2.561 -0.097 11.001
O 2.638 -0.578 2.521
C 2.322 0.444 3.181
O 3.187 1.020 4.076
C 4.538 0.476 4.152
C 5.320 1.723 4.536
C 0.923 1.018 3.186
H 4.927 0.015 3.244
H 4.605 -0.270 4.944
H 5.202 2.469 3.750
H 6.341 1.349 4.472
H 5.029 2.009 5.546
H 0.332 0.337 2.575
H 0.859 1.983 2.683
H 0.614 1.157 4.222
O 12.997 -5.151 9.690
C 12.593 -4.138 9.210
O 11.292 -3.763 9.183
C 10.251 -4.519 9.745
C 10.113 -4.021 11.129
C 13.571 -3.155 8.594
H 10.503 -5.580 9.723
H 9.362 -4.436 9.120
H 10.888 -4.265 11.855
H 9.302 -4.660 11.478
H 9.836 -2.967 11.150
H 14.345 -2.955 9.335
H 13.239 -2.216 8.153
H 14.089 -3.654 7.775
```

7.
The following is a quantum chemistry calculation of a single C2H2N4O2 molecule, from the Open Molecules 2025 dataset.

The net charge is 0. As for the structure (SMILES): O=CNc1nnno1. The energy above the lowest of the compared OMol25 structures with the same formula, charge and spin comes out at 527.9 kJ/mol.

```
10
C2H2N4O2, DFT ωB97M-V with the def2-TZVPD basis set
C 1.803 -0.055 -0.168
C -0.547 0.177 0.277
H 2.566 0.580 -0.432
H 0.728 1.658 0.108
N 0.628 0.731 0.423
N -1.599 0.960 -0.159
N -2.597 -0.233 -0.328
N -2.038 -1.329 0.183
O 1.738 -1.304 -0.175
O -0.682 -1.186 0.272
```

8.
The following is a quantum chemistry calculation of 2 unconnected molecules or ions with the total composition C5H14NO2, from the Open Molecules 2025 dataset.

The net charge is +1. The energy above the lowest of the compared OMol25 structures with the same formula, charge and spin comes out at 559.2 kJ/mol.

```
22
C5H14NO2, DFT ωB97M-V with the def2-TZVPD basis set
C -1.197 -1.193 1.659
C -2.274 1.038 -0.925
C 2.181 1.001 0.372
C 1.355 -1.786 -0.645
C -0.036 0.110 0.047
N -0.909 1.264 -0.610
O 0.863 0.780 0.833
O 0.481 -0.629 -1.017
H -0.453 -1.169 2.473
H -2.083 -0.455 1.651
H -1.230 -2.183 1.131
H -2.909 1.855 -1.232
H -2.372 0.206 -1.713
H -2.807 0.721 0.041
H 2.241 0.872 -0.727
H 2.901 0.342 0.825
H 2.588 1.968 0.678
H 0.940 -2.289 0.310
H 2.362 -1.447 -0.507
H 1.328 -2.573 -1.410
H -0.224 1.627 -1.392
H -0.747 1.940 0.161
```

9.
The following is a quantum chemistry calculation of 4 unconnected molecules or ions with the total composition C39H84BBrN7O16P2S, from the Open Molecules 2025 dataset.

The net charge is +1.

```
151
C39H84BBrN7O16P2S, DFT ωB97M-V with the def2-TZVPD basis set
C -2.293 -2.810 0.093
C -1.326 -1.914 1.122
B 0.160 -1.749 0.469
O 1.107 -2.869 0.822
C 0.758 -0.588 -0.514
C 2.103 -0.133 0.378
N 1.730 0.155 1.850
N -0.055 0.713 -0.754
N -0.913 1.166 0.197
C -2.359 1.248 -0.094
C -3.155 2.722 -0.047
O -3.213 0.221 -0.370
C -0.457 2.366 0.977
C -0.004 3.837 0.419
O -0.470 2.235 2.334
C -0.364 0.828 -2.263
Br -1.041 2.624 -2.959
O -1.233 -0.336 -2.587
C -2.292 -0.018 -3.537
C -3.045 -1.477 -3.873
C -2.648 -2.076 -5.352
C -4.700 -1.342 -3.863
C -5.457 -2.589 -3.092
C -5.719 -2.283 -1.469
C -4.788 -4.062 -3.353
C 1.075 0.272 -2.863
C 1.075 -0.252 -4.431
C 1.103 0.960 -5.550
O 2.324 1.445 -5.910
O -0.151 1.459 -6.166
N 2.363 0.976 -2.718
C 2.380 2.318 -2.744
S 2.318 4.036 -2.896
C 1.412 -1.111 -1.963
O 2.869 -1.140 -2.124
P 0.901 -2.804 -2.681
P 1.972 -4.507 -1.913
O 0.943 -5.524 -1.226
O 3.257 -4.249 -0.800
O 2.660 -5.374 -3.300
H -2.155 -2.331 -0.966
H -3.418 -2.733 0.473
H -1.970 -3.931 0.179
H -1.838 -0.941 1.511
H -1.228 -2.614 2.086
H 1.053 -2.891 1.837
H 2.890 -1.026 0.476
H 2.709 0.739 -0.117
H 2.330 -0.472 2.464
H 2.020 1.129 2.106
H 0.742 1.423 -0.694
H -3.392 3.006 1.071
H -4.207 2.625 -0.598
H -2.574 3.565 -0.626
H 0.393 3.815 -0.687
H -0.916 4.584 0.563
H 0.907 4.202 1.084
H -1.928 0.366 -4.594
H -3.180 0.644 -3.090
H -2.679 -2.258 -3.081
H -1.573 -1.802 -5.723
H -3.395 -1.763 -6.213
H -2.716 -3.255 -5.283
H -5.092 -0.359 -3.366
H -5.139 -1.341 -4.974
H -6.555 -2.632 -3.560
H -5.158 -1.281 -1.245
H -5.327 -3.215 -0.880
H -6.894 -2.158 -1.299
H -5.641 -4.861 -3.108
H -4.471 -4.259 -4.462
H -3.933 -4.262 -2.575
H 2.029 -0.928 -4.630
H 0.146 -0.918 -4.715
H -0.451 0.811 -6.877
H 3.332 -1.771 -1.512
H -0.475 -2.988 -2.186
H 3.299 -4.914 -0.051
H 2.005 -6.056 -3.633
C -6.783 7.313 5.486
O -6.404 8.070 4.343
C -5.146 8.739 4.498
C -4.071 8.095 3.606
N -3.692 6.764 4.102
C -2.899 5.979 3.152
C -3.549 5.629 1.797
O -4.641 4.714 1.892
C -5.886 5.314 2.225
H -7.828 7.015 5.366
H -6.179 6.407 5.568
H -6.696 7.905 6.401
H -4.826 8.787 5.545
H -5.300 9.769 4.157
H -3.185 8.736 3.586
H -4.477 8.038 2.592
H -4.534 6.243 4.316
H -2.649 5.040 3.659
H -1.953 6.497 2.970
H -2.786 5.115 1.200
H -3.829 6.515 1.218
H -5.988 6.323 1.818
H -6.016 5.319 3.308
H -6.685 4.694 1.810
C 10.023 3.999 -0.136
O 8.839 4.772 -0.288
C 8.574 5.142 -1.647
C 7.354 4.381 -2.192
N 7.659 2.957 -2.392
C 6.476 2.124 -2.628
C 5.415 2.058 -1.511
O 5.851 1.388 -0.328
C 6.602 2.198 0.566
H 10.259 3.941 0.930
H 9.873 2.983 -0.505
H 10.869 4.463 -0.651
H 9.452 5.015 -2.291
H 8.332 6.211 -1.634
H 7.051 4.821 -3.148
H 6.538 4.514 -1.478
H 8.133 2.605 -1.569
H 6.845 1.106 -2.804
H 5.997 2.447 -3.557
H 4.581 1.458 -1.897
H 4.987 3.038 -1.272
H 6.280 3.243 0.558
H 7.665 2.121 0.332
H 6.468 1.807 1.577
C 3.238 -8.062 3.258
O 2.126 -8.931 3.086
C 1.494 -9.296 4.321
C 0.112 -8.633 4.443
N 0.232 -7.184 4.659
C -1.027 -6.452 4.494
C -1.707 -6.502 3.110
O -0.988 -5.821 2.081
C 0.057 -6.582 1.489
H 3.777 -8.006 2.309
H 2.905 -7.055 3.519
H 3.923 -8.440 4.022
H 2.126 -9.079 5.191
H 1.351 -10.382 4.285
H -0.429 -9.077 5.284
H -0.439 -8.852 3.525
H 0.903 -6.809 3.999
H -0.808 -5.403 4.725
H -1.737 -6.797 5.252
H -2.661 -5.970 3.203
H -1.966 -7.520 2.800
H -0.172 -7.651 1.449
H 0.991 -6.407 2.024
H 0.202 -6.224 0.467
```

10.
The following is a quantum chemistry calculation of a gas-phase ion, C6H8N (charge +1), from the Open Molecules 2025 dataset.

The net charge is +1. The energy above the lowest of the compared OMol25 structures with the same formula, charge and spin comes out at 726.2 kJ/mol.

```
15
C6H8N, DFT ωB97M-V with the def2-TZVPD basis set
C 1.511 -2.691 1.938
C 0.862 -1.743 1.477
C 0.104 0.398 0.456
C 0.932 1.568 0.543
C -0.978 0.215 -1.816
C -1.195 0.553 -0.336
N 0.179 -0.819 0.997
H 2.350 -3.142 2.423
H 1.051 2.116 -0.420
H 1.529 1.627 1.402
H -1.373 1.074 -2.365
H -1.445 -0.718 -2.096
H 0.059 0.127 -2.094
H -2.037 -0.145 0.115
H -1.547 1.582 -0.223
```

| no. | maximum force (hartree/bohr) | energy (eV) |
| --- | --- | --- |
| 1 | 0.0164 | -15002.02039 |
| 2 | 0.1754 | -17903.99412 |
| 3 | 0.0785 | -8094.76207 |
| 4 | 0.0592 | -19907.71732 |
| 5 | 0.0596 | -64365.30931 |
| 6 | 0.0961 | -61865.24824 |
| 7 | 0.1506 | -12157.27580 |
| 8 | 0.0880 | -10986.00830 |
| 9 | 0.1835 | -185102.31740 |
| 10 | 0.0836 | -7828.16183 |